Entry from the OMol25 dataset: C3H4N2O in the gas phase (wB97M-V/def2-TZVPD).

Bonds (Å) are listed after each position.
CARTESIAN COORDINATES (ANGSTROEM)
1 O 1.83128 1.41295 0.42053  C2 1.293, H7 0.994
2 C 2.15247 0.50960 -0.44663  O1 1.293, C3 1.519
3 C 1.22115 -0.68298 -0.31903  C2 1.519, N4 1.252, H8 1.097
4 N 0.01987 -0.50614 -0.01459  C3 1.252, C5 1.348
5 C -1.29382 -0.24132 0.12708  N4 1.348, N6 1.275, H9 1.097
6 N -2.04918 0.09216 -0.84400  C5 1.275, H10 1.017
7 H 1.04907 1.14290 0.97098  O1 0.994
8 H 1.62691 -1.66299 -0.59766  C3 1.097
9 H -1.59793 -0.32952 1.17751  C5 1.097
10 H -2.98193 0.27729 -0.48286  N6 1.017

As for the charge: 0. The HOMO-LUMO gap comes out at 8.123 eV. The value obtained for the LUMO energy is -0.755 eV. The calculated total energy comes out at -8198.99362 eV. The energy above the lowest of the compared OMol25 structures with the same formula, charge and spin comes out at 112.8 kcal per mole.